# 1
A molecular structure, C14H18KO8S2, computed with ωB97M-V/def2-TZVPD.

**Kohn-Sham gap**: 4.6 eV
**Total charge**: -1
**Highest occupied orbital energy**: -3.12 eV
**LUMO level**: 0.055 hartree

The geometry in XYZ format:
```
43
Properties=species:S:1:pos:R:3:forces:R:3
C -9.5212 23.5593 -15.2410 -0.69 -0.10 -0.38
C -8.1584 26.2963 -12.8574 -0.24 -0.32 0.59
C -7.9071 26.4703 -14.1905 0.19 0.51 -0.55
H -12.3583 23.9478 -13.4280 -0.11 -0.04 -0.09
H -8.6028 21.8051 -14.1273 -0.15 -0.06 -0.33
O -10.7549 22.6565 -11.8930 -0.08 -0.02 0.60
C -5.4474 26.9014 -13.7214 -0.16 -0.59 1.06
H -8.4955 17.8042 -8.3821 0.12 -0.29 -0.15
S -10.7731 22.2633 -13.2878 0.27 0.30 -0.64
O -4.3226 27.0825 -14.1606 0.55 0.26 -0.40
H -9.8264 19.7661 -8.3128 -0.19 0.00 0.04
C -10.1785 19.9503 -10.4191 0.52 0.14 -0.07
H -12.4141 22.9494 -14.9039 0.14 -0.25 0.01
H -6.8697 18.7842 -10.4381 0.10 -0.18 0.19
C -10.7545 24.3977 -14.8435 0.04 -0.29 -0.08
C -5.7120 26.6067 -12.3406 0.01 0.53 -0.48
C -7.6514 19.1954 -9.8067 -0.30 0.36 -0.04
O -7.2256 26.1116 -10.6284 -0.43 -0.22 -0.07
C -10.0093 19.1079 -9.1666 0.13 -0.06 -0.08
H -8.9091 17.4634 -10.0949 -0.05 -0.09 0.10
O -6.4660 27.2913 -15.8311 0.06 0.12 -0.54
O -11.1505 20.9070 -13.5952 -0.20 -0.33 0.00
H -8.7264 23.3357 -13.2837 -0.03 0.01 -0.05
H -10.9029 18.5175 -8.9712 0.03 -0.04 0.08
C -11.7612 23.4439 -14.1886 -0.09 0.52 0.42
H -9.7910 22.9462 -16.1072 0.28 -0.04 -0.02
H -8.7652 26.5753 -14.8459 0.05 -0.08 -0.16
C -6.9784 26.3648 -11.8510 -0.14 -0.47 0.43
H -10.4202 25.1688 -14.1439 -0.21 0.05 0.03
O -9.3265 26.0430 -12.4301 -0.13 -0.44 0.80
S -8.4930 20.3880 -10.8809 0.06 -0.25 0.33
O -8.1783 21.7317 -10.4603 0.04 0.16 0.23
C -8.7489 18.2403 -9.3469 -0.14 0.20 0.02
H -10.7065 20.8874 -10.2772 -0.18 -0.08 -0.15
H -8.6853 24.2182 -15.4638 0.06 -0.08 -0.11
C -6.6471 26.9090 -14.6818 -0.12 0.02 -0.27
H -4.8761 26.6617 -11.6532 0.00 -0.11 0.04
H -11.2538 24.8276 -15.7111 0.27 0.28 -0.02
H -7.2451 19.7418 -8.9571 0.14 0.07 -0.12
H -10.5388 19.4045 -11.2899 -0.29 0.02 0.10
C -9.2109 22.7020 -14.0346 0.53 0.24 0.82
O -8.2428 19.9960 -12.2377 0.04 0.03 -0.40
K -9.1272 24.3031 -10.1939 0.30 0.59 -0.68
```
Forces are in eV/Å.



# 2
C14H18N2O2 in the gas phase, computed with ωB97M-V/def2-TZVPD.

**Kohn-Sham gap**: 8.1 eV
**SMILES**: CC(=O)Nc1ccc(NC(=O)[C@H]2CC2(C)C)cc1
**Total charge**: 0
**Highest occupied orbital energy**: -7.83 eV
**LUMO level**: 0.008 hartree

The geometry in XYZ format:
```
36
Properties=species:S:1:pos:R:3:forces:R:3
H 4.5886 1.0301 -1.7974 -0.14 -0.42 0.57
H 1.3206 0.8823 -0.8481 -0.60 -2.68 -0.10
C 2.0673 -0.8420 -0.5320 -0.33 -11.82 0.55
C 3.3503 -0.4180 -0.6653 4.69 -0.16 -0.54
O 1.8720 -2.1278 -0.4712 1.10 1.95 0.89
C 3.4732 1.0242 1.4119 -7.20 -1.04 6.27
H 3.9640 -1.1808 -1.1404 -0.23 -0.18 0.36
H 3.7270 1.8945 2.0574 0.74 -0.24 -1.50
C -2.3100 -1.6150 0.1657 2.60 0.60 -0.80
H -4.6948 -1.5160 0.4109 -1.03 -1.92 0.69
C -6.7845 -0.3307 0.3978 -0.02 0.37 -7.41
C 5.5693 0.2454 0.5995 0.04 7.90 -9.36
H 2.2888 1.1575 1.1562 2.62 0.05 0.73
H -6.8080 -0.5185 1.3661 0.00 -1.67 4.41
H 6.0180 1.0484 1.1391 0.29 0.66 -0.05
C -3.0704 -0.6107 -0.2304 -0.43 7.38 0.52
H 5.6351 -0.5135 1.0202 1.42 -12.17 8.10
H -2.7065 -2.5045 0.2835 -2.20 -4.41 1.26
H 3.3416 0.1784 2.3469 0.41 1.92 -2.36
C -0.9810 -1.5484 0.1006 0.70 9.03 -3.72
N -4.4133 -0.6481 0.0960 0.90 0.32 -0.98
H 3.0524 1.9675 -1.1627 1.88 -3.58 0.55
N 1.0573 -0.1984 -0.7535 -6.60 12.31 -1.46
C -5.3312 0.2781 0.0032 -3.52 5.23 -0.88
C -1.2306 0.9165 -0.7345 5.42 0.25 -0.76
C 3.8197 0.8855 -1.0300 -2.12 6.51 -2.19
C 4.0920 0.4084 0.3323 3.99 1.29 -2.51
H 6.1827 -0.1443 -0.3710 -1.27 1.80 1.73
C -2.5022 0.7388 -0.4676 -6.40 1.05 -0.43
C -0.3577 -0.1825 -0.5708 -1.74 -5.08 3.09
H -3.2383 1.8377 -0.5911 2.04 -4.31 0.56
H -7.6381 0.3621 0.2155 1.09 -0.04 -0.09
H -0.8629 1.9397 -1.0376 -0.20 -1.28 0.32
H -0.2410 -2.1635 0.0326 3.81 -4.66 0.52
H -7.0647 -1.2716 -0.4018 1.05 2.29 2.70
O -5.1845 1.5390 -0.3297 -0.75 -5.25 1.32
```
Forces are in eV/Å.



# 3
A molecular structure, C14H18N2O2RuS5, computed with ωB97M-V/def2-TZVPD.

**Multiplicity**: 5
**Kohn-Sham gap (alpha / beta)**: 6.1 / 5.1 eV
**Total charge**: 0
**Highest occupied orbital energy (alpha / beta)**: -6.88 / -7.21 eV
**LUMO level (alpha / beta)**: -0.030 / -0.078 hartree

The geometry in XYZ format:
```
42
Properties=species:S:1:pos:R:3:forces:R:3
H -1.8261 4.3766 -1.5676 -0.17 -0.03 0.10
S 1.0528 2.5126 -1.9485 0.24 2.27 0.10
C 3.1404 -4.0013 -2.3261 0.56 -0.51 -0.35
H -3.5077 4.0211 -2.0732 -0.13 0.37 0.23
H 4.0120 -5.8745 -1.6976 -0.27 0.34 0.12
C 3.0858 -4.8025 -0.0704 -0.16 0.30 0.10
C 0.0090 -0.8400 3.2625 0.03 -1.00 0.33
C 2.4050 -3.6498 0.3135 -0.39 -0.07 0.70
H 3.3303 -5.5508 0.6684 -0.04 -0.08 0.07
S -2.2377 2.0748 -1.9169 -0.66 0.91 0.03
H 2.0500 -3.5515 1.3555 0.35 0.12 -0.71
C -0.9973 2.5332 1.7944 0.53 -0.22 -0.80
H -1.7630 4.5111 1.8385 -0.01 0.10 0.22
O -0.6237 2.6912 0.5748 -0.24 -0.20 1.48
S -0.7069 -0.1122 -2.4475 -0.06 -2.09 -0.55
H -0.4169 -0.5135 4.2054 0.07 0.05 0.11
H -0.5027 -1.7773 2.9584 0.37 0.50 0.06
C 3.4627 -4.9777 -1.3916 0.11 -0.24 -0.14
H -3.5301 0.1423 -1.4461 0.06 0.42 0.25
H -2.6424 3.3861 2.9093 -0.07 -0.11 -0.04
N 0.3439 -0.0333 0.9869 -1.38 0.52 0.95
N 0.9002 -1.2186 0.8662 0.69 -1.06 -0.49
O 1.7604 -0.3220 -1.0412 0.08 -1.34 0.26
C -0.7908 1.3806 2.5743 -0.29 -0.12 0.73
C -1.6661 3.6697 2.5239 0.56 0.37 -0.26
C 2.5329 -2.8328 -1.9367 -0.22 0.13 -0.27
C 2.1465 -2.6440 -0.6199 0.46 -0.34 -0.06
S 1.8843 1.6718 -3.4956 -0.50 -1.95 -1.76
H -1.0327 3.9332 3.3925 -0.34 0.06 -0.45
C -0.1515 0.2035 2.2337 0.08 0.18 -1.13
C -2.6985 3.7402 -1.4032 0.00 -0.19 -0.01
H -3.4558 1.2607 -0.0217 -0.16 -0.06 -0.31
H -1.1378 1.4109 3.6282 0.19 0.20 -0.93
H -4.5320 1.6136 -1.4514 0.40 -0.20 0.34
S 0.2978 0.1387 -4.1103 1.60 1.28 -0.50
H 3.4265 -4.1577 -3.3608 -0.07 0.10 0.04
H -3.0004 3.7456 -0.3477 0.11 0.13 -0.35
C -3.5649 1.1941 -1.1138 -0.71 -0.36 -0.17
H 2.3212 -2.0458 -2.6456 0.04 0.05 -0.09
Ru -0.0265 1.1117 -0.7405 -0.27 0.33 2.55
H 1.0716 -1.0828 3.3823 -0.26 -0.04 0.06
C 1.5781 -1.3347 -0.2946 -0.11 1.47 0.54
```
Forces are in eV/Å.



Short version: DFT total energy = -2542.58258 -803.90509 -2890.00829 Eh, in the order given.
Short version: energy relative to the best compared isomer or geometry (same formula, charge and spin) = 0.0 1109.5 0.0 kJ/mol, in the order given.